Record 1
Here is a structure of composition C54H49BCuN7P2 from the OMol25 dataset. Energies are from ωB97M-V/def2-TZVPD.

XYZ file:
```
114
Properties=species:S:1:pos:R:3:lowdin_spin:R:1
C 1.3351 -4.2951 -2.2211 0.000
C 4.2355 2.4080 0.1050 0.001
H -1.4041 1.2794 -5.0098 0.000
C -2.1050 -4.0007 1.5107 0.000
C 0.4533 -0.7808 -2.8952 0.000
H -0.2477 4.1229 -5.5464 0.000
C 0.9591 0.9696 -6.1931 0.000
C 1.0294 -2.2010 3.3271 0.002
H -0.8199 4.1146 0.0340 0.001
H 1.2335 1.7710 2.5132 0.001
H 2.1098 2.5919 0.3150 0.005
H 1.5070 0.5896 -7.0490 0.000
P -1.0341 1.3284 0.6354 0.084
C 4.2313 0.9455 0.0075 0.007
C 5.4394 3.1091 0.0481 0.000
H -2.2991 -6.0061 2.2311 0.000
H -3.2587 0.7030 -1.2590 0.000
H 5.2752 -3.1226 0.6486 0.000
H -3.2722 0.4778 -3.6994 0.000
H -4.3230 5.8099 1.8101 0.000
H -0.0218 2.5168 -7.3690 0.000
H -4.6588 -3.2702 -3.2397 0.000
C -1.1874 1.0358 -3.9807 0.001
C -5.8317 -2.2635 -1.7541 0.000
C 0.3340 2.2743 -6.3740 0.000
C -5.8163 -1.5868 -0.5410 0.000
C 1.0326 -2.8355 -2.2687 0.001
C -1.7215 4.0036 0.6260 0.005
C -0.0257 1.7836 -3.3063 0.000
C 1.5668 -2.8753 2.2474 0.000
H 1.5131 -0.7229 -5.1369 0.000
P -1.7983 -1.5495 0.3883 0.005
C -1.2012 1.3878 -1.1716 0.011
H -4.6097 -0.8498 1.0718 0.000
H 3.0986 -4.3476 2.0406 0.000
H 1.0119 -4.7501 -1.2846 0.000
B 2.3651 -2.1738 -0.1372 0.000
C 0.4134 -2.1292 -3.2837 0.000
C -2.1689 -2.6401 1.8148 0.000
H 0.6166 2.4824 -1.3502 0.003
C -0.1588 1.9115 -1.8606 0.002
N -2.0791 0.0368 1.0933 0.007
C 0.7808 2.8743 -4.0261 0.000
H 1.7543 -4.8012 3.0984 0.000
C -4.6205 -1.3787 0.1262 0.000
C -4.6484 -2.7408 -2.2954 0.000
H -6.7668 -2.4166 -2.2764 0.000
C 0.5753 1.5610 3.3448 0.004
H 2.1355 5.0595 0.4138 0.000
C 5.5156 -2.5025 -0.2155 0.000
C 2.0177 -4.2924 2.1743 0.000
C -3.4275 -1.8356 -0.4267 0.002
N 1.6303 -2.0109 1.2175 0.007
H -0.6884 -1.0481 5.0913 0.000
H 2.4088 -4.4560 -2.3280 0.000
H 4.2793 6.2795 0.2774 0.000
H -2.5190 -2.8755 -2.0601 0.000
H 1.8132 2.5181 -4.1125 0.000
C -0.9165 1.0159 5.6223 0.002
C -2.3650 0.7495 -3.1750 0.005
H -2.7967 -5.3030 4.5526 0.000
H 2.8560 -3.2500 -0.2112 0.000
C 4.7939 -1.2019 -0.1458 -0.001
H 5.2455 -3.0565 -1.1142 0.000
H 6.3724 0.3152 -0.0108 0.001
N 3.4529 -1.0792 -0.1485 0.000
C -2.0754 2.7487 1.1183 0.029
H -1.8860 -4.2992 0.4894 0.000
Cu 1.1493 0.4433 0.0832 0.636
C -2.6259 -4.5603 3.7849 0.000
H -6.7409 -1.2194 -0.1148 0.000
C -0.4691 -0.0225 4.8238 -0.001
H -0.9769 3.1409 5.9036 0.000
N 1.0353 -0.6940 -1.6996 0.008
C -2.5299 5.0997 0.8702 0.000
H 0.0136 -2.5344 -4.1980 0.000
H -3.5124 1.6415 2.2775 0.000
H -1.4718 0.7970 6.5245 0.000
C -2.6938 -3.2117 4.0941 0.000
C -3.4484 -2.5246 -1.6325 0.000
H -2.2644 6.0690 0.4698 0.000
C -4.0286 3.7110 2.1312 0.001
C 5.3267 0.0695 -0.0519 0.002
C 0.2444 3.1711 -5.3916 0.000
C 0.7933 -0.8911 2.8872 0.005
C 0.2823 0.2349 3.6744 0.002
H -4.9302 3.5967 2.7180 0.000
C -2.3671 0.8783 -1.8411 0.000
C -3.2251 2.6072 1.8860 0.006
C 0.1805 0.3597 -3.8238 0.000
C 0.1054 2.5997 4.1345 0.001
H 6.5878 -2.3253 -0.2256 0.000
C 0.9430 0.1961 -5.0964 0.000
H -2.5362 -1.2100 3.3962 0.000
H 0.8614 -2.6034 4.3100 0.000
H 6.3712 2.5698 -0.0486 0.000
C -3.6875 4.9550 1.6231 0.003
H 1.5419 -4.8116 1.3432 0.000
H 0.7804 3.7793 -3.4184 0.000
C 5.4539 4.4921 0.1130 0.000
N 1.4075 -1.9433 -1.3307 0.001
H -2.0529 -0.0152 2.1096 0.000
H 0.8329 -4.7923 -3.0479 0.000
H 6.3965 5.0201 0.0646 0.000
N 1.1514 -0.8083 1.5993 0.086
H 0.3429 3.6229 3.8738 0.000
C -0.6368 2.3303 5.2735 0.000
C -2.4684 -2.2542 3.1142 0.000
C 3.0642 4.5131 0.3079 0.001
C 4.2673 5.1990 0.2359 0.000
H -2.9308 -2.8992 5.1034 0.000
C 3.0501 3.1310 0.2464 0.005
N 3.1146 0.2216 -0.0579 0.058
C -2.3399 -4.9547 2.4844 0.000
```

The value obtained for the LUMO energy (spin up / spin down) is -0.07952 / -0.16399 Ha. The calculation puts the largest force on an atom at 1.50 eV Å⁻¹. Its total energy is -131114.604 eV. The expectation value of S² is 0.76. As for the spin multiplicity: 2. Its net charge is +1. For the gap between HOMO and LUMO (spin up / spin down), the calculation gives 8.05 / 5.75 eV.

Record 2
Here is a structure of composition C17H23CoN6O10S2 from the OMol25 dataset. Energies are from ωB97M-V/def2-TZVPD.

XYZ file:
```
59
Properties=species:S:1:pos:R:3:nbo_charge:R:1
C -1.9769 0.3938 -0.7530 0.245
C 1.7566 -3.6553 1.2312 0.607
C 2.2415 1.9199 2.6438 -0.210
C 0.2565 0.3521 -1.7112 1.071
O 0.7612 -0.6879 -1.3013 -0.749
H -2.6373 1.2637 1.0766 0.222
C -2.2707 3.3934 -1.6806 -0.223
H -2.3643 4.4828 -1.7069 0.194
Co 1.5465 -1.3011 0.4679 1.587
C -0.1707 -3.9784 -0.1494 0.780
O -0.3828 2.1038 2.7107 -0.841
O 3.2781 -0.2060 0.2283 -1.061
N -3.2301 2.8097 -2.6022 -0.612
C 1.8130 -5.0549 1.5428 -0.392
H 1.3169 2.4980 4.4880 0.241
H -4.7708 2.2939 -4.4680 0.385
H -1.6014 -0.7528 0.8735 0.371
O 0.6297 0.0572 1.7455 -0.986
N -0.0827 -5.3486 0.1361 -0.417
H 2.5734 -5.4487 2.1965 0.241
H -2.0641 -6.0597 0.0652 0.211
C 3.4720 2.5951 4.5668 -0.205
N -1.6540 1.8363 -4.0024 -0.855
S 0.6668 1.5269 1.8932 1.901
H -1.2845 3.1498 -2.0582 0.241
C 3.4078 1.7516 1.9120 -0.348
H -1.5704 -1.6256 -0.5556 0.423
H 3.5009 2.9298 5.5949 0.224
H -1.4684 3.1534 0.2600 0.226
C -2.7629 1.4535 0.0072 -0.415
C 0.8791 -5.8363 0.9666 0.100
C 4.6206 2.0031 2.5299 -0.169
O 4.5835 1.7508 -0.3866 -0.940
O 2.1175 1.8629 -0.2800 -0.996
H -2.3709 0.2411 -1.7595 0.180
H -0.2411 1.4242 -3.1843 0.524
H 5.6014 2.6125 4.3305 0.223
C -2.4127 2.9222 -0.2343 -0.411
H -3.8160 1.2568 -0.2047 0.212
S 3.3632 1.2711 0.1870 2.436
N -1.9597 -0.8220 -0.0701 -0.841
H -1.5908 1.3686 -4.9003 0.357
O 0.5159 0.8165 -2.8958 -0.669
C -1.1071 -6.2125 -0.4329 -0.396
N 0.7967 -3.1965 0.3920 -0.775
N -3.9657 1.6887 -4.4626 -0.826
H 0.8420 -6.9047 1.1340 0.210
H 5.5289 1.8952 1.9532 0.252
H -1.2314 -5.9823 -1.4876 0.231
H -4.2039 2.8240 -2.3541 0.390
C -2.8810 2.1100 -3.7126 0.623
O 2.5380 -2.7715 1.6703 -0.718
O -0.6383 1.0462 -1.0124 -0.604
C 2.2486 2.3548 3.9590 -0.203
H -3.7446 1.3097 -5.3681 0.391
O -1.0861 -3.5671 -0.8465 -0.663
H -3.1698 3.5209 0.2805 0.204
H -0.7950 -7.2478 -0.3174 0.200
C 4.6495 2.4156 3.8552 -0.179
```

The value obtained for the LUMO energy (spin up / spin down) is 0.01545 / -0.07815 Ha. The calculation puts the largest force on an atom at 0.45 eV Å⁻¹. Its total energy is -106717.694 eV. The expectation value of S² is 6.01. The calculation puts the energy above the lowest of the compared OMol25 structures with the same formula, charge and spin at 6.6 kJ/mol. As for the spin multiplicity: 5. Its net charge is 0. For the gap between HOMO and LUMO (spin up / spin down), the calculation gives 9.36 / 6.81 eV.